[1]
DFT (ωB97M-V/def2-TZVPD) results for C5H7Cl2NO in the gas phase in a non-equilibrium geometry.

```
16
Properties=species:S:1:pos:R:3:forces:R:3
C 1.079 1.856 -0.445 3.2 -0.5 0.1
C 1.799 -0.828 0.529 -0.2 0.3 -0.2
C 0.552 -0.503 -0.308 0.5 -0.2 0.0
C 2.999 -0.068 0.043 -0.9 0.6 0.0
C -1.221 1.238 -0.253 -0.3 0.1 0.0
N 0.204 0.921 -0.324 -1.3 -0.4 0.2
O 1.262 3.017 -0.570 -0.8 0.0 0.0
Cl 4.151 0.372 1.267 -0.1 0.0 -0.1
Cl 3.736 -0.677 -1.409 -0.1 0.0 0.0
H 1.629 -0.559 1.573 0.0 0.0 0.0
H 1.936 -1.914 0.470 0.1 0.0 0.1
H 0.720 -0.838 -1.336 -0.1 0.0 0.0
H -0.305 -1.043 0.097 0.0 0.1 0.0
H -1.597 1.039 0.752 0.0 0.0 0.0
H -1.364 2.290 -0.485 0.0 0.0 0.0
H -1.774 0.634 -0.972 0.0 0.0 0.0
```
Positions in Å, forces in eV/Å.

As for the LUMO energy (alpha / beta): -0.002 / 0.021 hartree. Its gap between HOMO and LUMO (alpha / beta) is 7.20 / 8.47 eV.

Löwdin population analysis, charges in e, atoms 1 to 5: -0.252, -0.313, -0.164, -1.153, -0.016



[2]
DFT (ωB97M-V/def2-TZVPD) results for a molecular structure, C30H30N5O2SSc in a non-equilibrium geometry.

```
69
Properties=species:S:1:pos:R:3:forces:R:3
Sc 5.032 0.968 18.408 -0.7 -2.1 0.2
C 5.930 -1.918 17.127 0.7 0.4 -0.6
N 4.720 -1.575 17.887 0.6 2.0 -0.8
C 3.602 -1.748 16.975 -0.4 0.1 -0.8
C 4.565 -2.101 19.190 -0.3 -1.2 1.1
C 3.814 -3.275 19.392 0.1 0.3 0.4
C 3.720 -3.885 20.662 0.8 1.5 0.3
C 4.366 -3.224 21.763 -0.4 -1.7 -1.1
C 5.104 -2.095 21.532 0.4 1.4 0.5
C 5.160 -1.429 20.289 -0.3 -1.1 -0.1
N 5.746 -0.209 20.095 0.4 1.5 -1.2
C 6.233 0.565 21.186 0.0 -0.5 0.1
C 5.319 0.955 22.163 -0.6 -0.4 0.8
C 5.704 1.673 23.297 3.7 -0.3 -0.7
C 7.127 1.810 23.532 -1.9 -0.6 -1.8
C 8.042 1.397 22.520 -1.0 1.0 1.1
C 7.619 0.960 21.280 -2.7 -0.7 0.8
N 8.402 0.911 20.147 1.1 -0.6 -0.6
C 9.541 1.788 20.191 1.8 -0.1 -0.7
C 8.761 -0.451 19.678 0.0 0.9 -0.9
H 5.975 -2.918 16.636 -0.6 0.3 0.6
H 5.981 -1.183 16.304 0.0 -0.3 0.1
H 6.863 -1.816 17.682 -0.2 0.0 0.4
H 3.634 -2.810 16.688 -0.8 0.2 -0.2
H 3.714 -1.143 16.043 0.3 -0.6 0.8
H 2.663 -1.411 17.435 0.2 -0.5 0.0
H 3.238 -3.590 18.507 0.4 -0.5 0.8
H 3.231 -4.835 20.799 -0.3 0.0 0.0
H 4.364 -3.667 22.773 -0.1 0.2 -0.7
H 5.629 -1.577 22.346 -0.3 -0.5 -0.2
H 4.287 0.532 22.126 0.8 0.7 -0.4
H 5.052 2.163 23.960 -1.0 0.1 0.8
H 7.466 2.286 24.431 0.2 0.1 0.2
H 9.086 1.526 22.703 0.5 0.2 0.0
H 10.434 1.383 20.725 -0.5 -0.1 -0.1
H 9.899 1.984 19.169 -0.2 -0.2 0.1
H 9.382 2.768 20.615 -0.7 0.2 0.3
H 9.270 -0.348 18.700 -0.2 0.0 0.4
H 9.461 -0.964 20.343 -0.2 0.0 0.2
H 7.832 -0.992 19.509 0.2 -0.2 0.3
O 3.516 0.621 14.607 0.4 0.8 1.1
C 3.583 1.227 15.670 0.0 -0.3 0.0
O 4.642 1.167 16.502 -1.1 0.2 -1.1
C 2.411 2.091 16.140 -1.6 -0.5 1.5
C 1.478 2.573 15.186 0.6 0.2 1.1
C 0.457 3.471 15.522 -0.1 -0.4 -1.6
C 0.300 3.854 16.824 -0.5 0.0 1.9
C 0.976 3.174 17.843 1.2 -0.6 -0.3
C 1.998 2.204 17.533 0.1 1.5 -0.9
S 2.645 1.292 18.928 0.3 0.3 -0.2
H 1.595 2.166 14.210 0.1 0.2 -0.8
H -0.270 3.851 14.765 0.9 -0.4 0.5
H -0.451 4.609 17.116 0.4 -0.4 -0.3
H 0.809 3.410 18.909 -0.1 -0.3 -0.7
N 6.121 4.978 19.385 1.2 1.8 1.2
C 5.458 3.826 19.496 -0.4 -0.9 -0.4
N 5.976 2.855 18.741 1.2 2.1 0.0
C 7.149 3.445 18.136 -0.8 0.7 1.4
C 8.067 3.002 17.209 0.3 -0.4 -0.8
C 9.156 3.830 16.875 0.0 -0.3 0.5
C 9.462 5.015 17.611 -1.6 -1.6 0.0
C 8.505 5.463 18.534 -0.7 0.7 -0.8
C 7.306 4.738 18.665 0.1 -0.4 -0.2
H 5.930 5.883 19.884 0.1 -1.7 -0.6
H 4.584 3.700 20.153 0.4 0.1 -0.6
H 7.875 2.026 16.739 0.4 0.5 0.0
H 9.799 3.527 16.039 -0.1 0.0 0.6
H 10.430 5.454 17.460 0.0 0.6 0.0
H 8.544 6.464 18.970 0.4 -0.4 0.1
```
Positions in Å, forces in eV/Å.

As for the LUMO energy: -0.001 hartree. Its gap between HOMO and LUMO is 6.82 eV.

Löwdin population analysis, charges in e, atoms 1 to 5: 0.839, -0.062, -0.258, -0.092, -0.220



[3]
DFT (ωB97M-V/def2-TZVPD) results for 2 unconnected molecules or ions with the total composition C4H4O in a non-equilibrium geometry.

```
9
Properties=species:S:1:pos:R:3:forces:R:3
C 1.836 0.965 -0.255 -0.2 -0.5 -1.6
C 1.669 -0.333 -0.105 -0.9 0.7 2.0
C -2.151 -0.369 0.228 0.5 -0.7 -0.1
C 0.623 0.581 0.349 1.3 -0.6 -0.3
O -2.454 -0.208 -0.913 0.2 0.0 -1.2
H 2.440 1.594 -0.867 0.3 0.9 0.4
H 2.096 -1.310 -0.005 -0.2 -0.3 -0.5
H -2.841 -0.105 0.979 -1.1 0.6 1.5
H -1.219 -0.815 0.589 0.1 -0.1 -0.3
```
Positions in Å, forces in eV/Å.

Its SMILES is C1=CC=1.C=O. As for the LUMO energy: 0.027 hartree. Its gap between HOMO and LUMO is 9.98 eV.

Löwdin population analysis, charges in e, atoms 1 to 5: -0.089, -0.040, -0.188, 0.052, -0.007



[4]
DFT (ωB97M-V/def2-TZVPD) results for CH2FNO3S in the gas phase in a non-equilibrium geometry.

```
9
Properties=species:S:1:pos:R:3:forces:R:3
C -1.285 -0.720 0.004 0.1 0.8 -0.1
N -0.743 0.553 -0.220 4.0 -2.3 0.3
O -0.614 -1.709 0.041 0.6 -0.5 0.0
O 1.515 -0.259 1.275 0.8 -1.3 2.7
O 1.717 1.699 -0.276 0.1 -0.5 0.5
F 1.590 -0.557 -1.114 -0.3 0.9 1.2
S 1.259 0.410 0.108 -4.2 1.6 -5.1
H -2.359 -0.844 0.068 -0.7 0.8 0.0
H -1.080 1.428 0.115 -0.5 0.5 0.4
```
Positions in Å, forces in eV/Å.

Its SMILES is O=CNS(=O)(=O)F. As for the LUMO energy: -0.007 hartree. Its gap between HOMO and LUMO is 10.68 eV.

Löwdin population analysis, charges in e, atoms 1 to 5: -0.403, 0.044, 0.030, -0.195, -0.251



Electronic energy, respectively: -1245.0031, -2744.4775, -229.8534, -817.7797 hartree.
Relative energy (zero: lowest compared OMol25 entry of this formula, charge and spin), respectively: 1.5594, 0.0000, 4.7486, 1.4221 eV.